# 1
36
Properties=species:S:1:pos:R:3 method="wB97M-V/def2-TZVPD" gap_ev=8.4 total_energy_ha=-3812.8580 multiplicity=1
O -3.097 -1.927 0.223
C -2.489 -0.885 0.239
C -1.054 -0.761 0.088
S -0.026 -2.171 -0.054
C 1.353 -1.147 -0.179
N 2.604 -1.609 -0.324
C 3.558 -0.734 -0.420
N 3.361 0.609 -0.388
C 2.080 1.186 -0.236
O 1.940 2.393 -0.219
C 1.027 0.209 -0.120
C -0.359 0.426 0.032
C -1.047 1.744 0.113
C -2.504 1.595 -0.321
C -3.160 0.469 0.463
Br -5.056 0.318 0.012
C 4.473 1.539 -0.492
C 5.390 1.504 0.730
C 6.429 0.388 0.675
C 5.816 -1.009 0.669
C 4.941 -1.282 -0.561
H -0.997 2.107 1.145
H -0.520 2.471 -0.506
H -2.550 1.364 -1.389
H -3.046 2.528 -0.154
H -3.132 0.681 1.538
H 4.015 2.528 -0.580
H 5.039 1.332 -1.404
H 4.779 1.404 1.629
H 5.909 2.462 0.790
H 7.043 0.515 -0.220
H 7.088 0.479 1.540
H 5.221 -1.160 1.572
H 6.624 -1.742 0.681
H 5.422 -0.875 -1.453
H 4.825 -2.358 -0.693


# 2
27
Properties=species:S:1:pos:R:3 method="wB97M-V/def2-TZVPD" gap_ev="8.5 / 9.0" total_energy_ha=-2658.0117 e_above_lowest_ev=0.000 multiplicity=2
Fe 0.144 0.158 0.188
N -1.764 0.060 0.737
C -2.099 -0.553 2.040
C -1.239 -1.782 2.276
C 0.200 -1.400 2.575
O 0.773 -1.792 3.558
O 0.787 -0.597 1.694
H -2.151 0.996 0.650
H -2.180 -0.483 -0.017
H -3.159 -0.811 2.068
H -1.917 0.192 2.816
H -1.264 -2.430 1.395
H -1.612 -2.350 3.125
C 2.076 -1.919 -2.279
C 1.377 -1.061 -1.292
O 1.891 -0.070 -0.728
O 0.148 -1.311 -0.953
H 3.064 -1.516 -2.482
H 1.486 -1.966 -3.193
H 2.156 -2.929 -1.877
F -0.548 4.115 -0.341
Te 0.453 3.028 -1.464
F 1.714 2.832 -0.115
F -0.748 3.367 -2.828
F 1.531 2.123 -2.667
F 1.350 4.561 -1.963
O -0.470 1.539 -0.924


# 3
36
Properties=species:S:1:pos:R:3 method="wB97M-V/def2-TZVPD" gap_ev=8.5 total_energy_ha=-900.1741 e_above_lowest_ev=0.000 multiplicity=1
O -1.110 -1.970 1.696
C -0.681 -0.977 1.085
C 0.147 -1.127 -0.109
C 0.427 -2.484 -0.687
C 1.725 -2.998 -0.781
C 1.937 -4.259 -1.415
C 0.870 -5.014 -1.884
C -0.432 -4.524 -1.782
C -0.627 -3.252 -1.176
C 0.572 0.009 -0.769
O 1.344 -0.208 -1.843
N 0.166 1.265 -0.411
C -0.405 1.451 0.864
C -0.571 2.751 1.365
C -1.077 2.972 2.636
C -1.384 1.877 3.459
C -1.275 0.582 2.964
C -0.794 0.362 1.667
C -0.163 3.953 0.521
C -0.287 3.630 -0.938
C 0.549 2.395 -1.236
H 2.552 -2.384 -0.449
H 2.970 -4.609 -1.561
H 1.036 -5.951 -2.395
H -1.249 -5.063 -2.202
H -1.604 -2.828 -1.050
H 1.304 -1.178 -1.980
H -1.205 3.977 3.006
H -1.776 2.127 4.439
H -1.662 -0.253 3.548
H -0.892 4.758 0.687
H 0.847 4.260 0.840
H -1.334 3.421 -1.191
H 0.089 4.514 -1.516
H 0.377 2.151 -2.286
H 1.617 2.624 -1.115


# 4
94
Properties=species:S:1:pos:R:3 method="wB97M-V/def2-TZVPD" gap_ev="7.8 / 4.0" total_energy_ha=-2858.9796 multiplicity=5 total_charge=+3
Pt 0.217 0.080 -0.138
B -3.357 0.244 -0.532
N -2.368 -0.009 -1.730
C -2.800 -0.165 -2.976
C -1.722 -0.430 -3.820
C -0.627 -0.420 -2.991
N -1.030 -0.163 -1.725
N -2.653 0.314 0.884
C -3.371 0.429 1.996
C -2.521 0.554 3.091
C -1.258 0.500 2.547
N -1.346 0.348 1.206
H -4.153 -0.657 -0.495
H -3.927 1.285 -0.720
H -3.853 -0.080 -3.193
H -1.746 -0.606 -4.882
H 0.412 -0.595 -3.220
H -4.448 0.441 1.942
H -2.795 0.676 4.125
H -0.308 0.591 3.041
C 4.244 -0.037 4.835
C 2.724 0.337 4.827
C 2.274 0.661 6.258
C 2.567 1.532 3.903
C 2.823 2.848 4.293
C 2.687 3.895 3.400
C 2.285 3.671 2.075
C 2.055 2.386 1.633
P 1.509 2.070 -0.077
C 0.654 3.509 -0.657
C 1.174 4.283 -1.696
C 0.480 5.412 -2.106
C -0.718 5.753 -1.493
C -1.241 4.972 -0.465
C -0.561 3.845 -0.045
C 2.956 1.705 -1.055
C 2.756 1.225 -2.357
C 3.848 0.923 -3.152
C 5.135 1.098 -2.654
C 5.335 1.578 -1.366
C 4.249 1.875 -0.557
C 2.217 1.350 2.570
O 1.987 0.087 2.095
C 1.753 -0.954 2.877
C 1.201 -2.088 2.223
C 0.854 -3.147 3.012
C 1.033 -3.071 4.417
C 1.608 -1.959 5.024
C 1.999 -0.865 4.272
P 1.114 -2.126 0.392
C -0.312 -3.071 -0.094
C -0.316 -3.619 -1.382
C -1.483 -4.167 -1.883
C -2.644 -4.156 -1.118
C -2.641 -3.617 0.165
C -1.482 -3.063 0.677
C 2.639 -2.905 -0.092
C 3.776 -2.123 -0.304
C 4.990 -2.745 -0.543
C 5.063 -4.132 -0.572
C 3.926 -4.906 -0.367
C 2.701 -4.301 -0.133
H 4.813 0.805 5.228
H 4.611 -0.270 3.834
H 4.403 -0.903 5.478
H 2.855 1.487 6.662
H 2.451 -0.184 6.920
H 1.217 0.926 6.296
H 3.128 3.062 5.308
H 2.883 4.906 3.732
H 2.151 4.508 1.401
H 2.109 4.018 -2.173
H 0.880 6.030 -2.899
H -1.254 6.635 -1.821
H -2.178 5.245 0.001
H -0.971 3.227 0.747
H 1.751 1.138 -2.754
H 3.702 0.565 -4.163
H 5.988 0.870 -3.280
H 6.340 1.737 -0.997
H 4.410 2.254 0.446
H 0.434 -4.045 2.574
H 0.720 -3.905 5.032
H 1.748 -1.963 6.096
H 0.589 -3.633 -1.980
H -1.490 -4.607 -2.872
H -3.559 -4.567 -1.524
H -3.544 -3.628 0.760
H -1.491 -2.629 1.670
H 3.712 -1.039 -0.298
H 5.877 -2.150 -0.717
H 6.012 -4.615 -0.764
H 3.990 -5.986 -0.399
H 1.818 -4.909 0.015


# 5
19
Properties=species:S:1:pos:R:3 method="wB97M-V/def2-TZVPD" gap_ev="5.2 / 5.9" total_energy_ha=-364.5860 e_above_lowest_ev=3.134 multiplicity=2 total_charge=-2
C 0.705 2.491 0.354
N 1.750 1.523 0.301
C 1.331 0.191 0.387
C 0.995 -0.601 -0.887
C -0.484 -0.920 -1.231
O -0.945 -2.086 -0.626
H 1.152 3.485 0.248
H 0.121 2.494 1.297
H -0.076 2.421 -0.424
H 0.201 0.271 1.106
H -0.615 0.068 1.677
H 1.962 -0.402 1.065
H 1.386 -0.023 -1.728
H 1.473 -1.584 -0.865
H -1.103 -0.038 -0.986
H -0.543 -1.117 -2.329
H -2.018 -2.159 0.152
H -2.422 -1.768 1.601
O -2.868 -2.247 0.889


# 6
79
Properties=species:S:1:pos:R:3 method="wB97M-V/def2-TZVPD" gap_ev="7.3 / 4.7" total_energy_ha=-4062.2496 e_above_lowest_ev=0.479 multiplicity=3 total_charge=+1
V 0.318 -0.286 0.173
C -4.858 -0.089 0.323
C -5.245 0.757 -0.886
S -3.806 0.729 -1.999
C -4.441 -0.159 -3.451
C -3.383 -1.060 -4.091
S -2.451 -2.139 -2.990
C -3.716 -3.156 -2.215
C -4.543 -2.451 -1.124
S -3.556 -1.224 -0.225
H -5.699 -0.627 0.758
H -4.394 0.513 1.104
H -5.473 1.786 -0.615
H -6.102 0.345 -1.416
H -4.756 0.601 -4.168
H -5.325 -0.720 -3.161
H -2.614 -0.458 -4.578
H -3.866 -1.650 -4.871
H -3.142 -3.963 -1.772
H -4.385 -3.593 -2.958
H -4.911 -3.173 -0.392
H -5.410 -1.941 -1.538
O 0.792 -4.230 0.068
Cl -0.228 -3.230 0.231
O -1.513 -3.638 -0.324
O 0.220 -2.033 -0.692
O -0.930 0.577 -0.249
C -0.669 -1.366 2.735
C -0.758 -0.127 3.615
C -1.783 0.864 3.055
C 0.554 0.571 3.938
C 0.700 1.019 5.239
C 1.791 1.786 5.626
C 2.710 2.167 4.677
C 2.609 1.744 3.350
C 3.552 2.363 2.329
C 3.326 3.879 2.276
C 5.023 2.054 2.612
C 1.568 0.868 3.005
N 1.582 0.275 1.711
C 2.751 -0.223 1.288
C 2.973 -0.413 -0.069
C 4.024 -1.000 -0.800
C 3.667 -0.912 -2.124
C 2.383 -0.307 -2.189
N 1.984 0.028 -0.957
C 1.609 -0.067 -3.459
C 2.449 0.853 -4.358
C 0.253 0.582 -3.201
C 1.390 -1.417 -4.155
H -1.479 -2.071 2.927
H 0.280 -1.890 2.825
H -0.870 -1.106 1.675
H -1.142 -0.460 4.582
H -1.959 1.675 3.762
H -2.736 0.354 2.882
H -1.452 1.304 2.112
H -0.062 0.762 5.965
H 1.899 2.106 6.654
H 3.525 2.823 4.955
H 3.313 1.982 1.338
H 3.598 4.356 3.218
H 2.280 4.111 2.070
H 3.937 4.324 1.489
H 5.337 2.460 3.575
H 5.660 2.498 1.846
H 5.217 0.980 2.633
H 3.531 -0.500 1.993
H 4.932 -1.411 -0.389
H 4.246 -1.242 -2.971
H 2.611 1.821 -3.881
H 1.933 1.020 -5.305
H 3.423 0.416 -4.578
H 0.344 1.519 -2.650
H -0.408 -0.083 -2.644
H -0.215 0.801 -4.164
H 2.333 -1.903 -4.404
H 0.836 -1.269 -5.085
H 0.818 -2.090 -3.513